[1]
Formula: C19H23AsNRe
Source: OMol25
Level of theory: ωB97M-V/def2-TZVPD

```
45
C19H23AsNRe (ωB97M-V/def2-TZVPD)
C 0.189 -1.174 3.047
Re -0.304 0.133 -0.665
N 1.115 0.840 -1.906
H -1.319 -1.152 -0.591
H 0.465 0.364 -2.562
H 0.942 -0.400 3.439
H 0.875 -2.043 3.224
H -0.021 -0.804 1.838
H -0.502 -1.208 4.016
H 1.025 1.859 -1.862
H 2.080 0.466 -1.947
C -5.664 0.096 3.076
C -5.193 -0.846 2.139
C -4.071 -0.562 1.336
C -3.414 0.676 1.460
C -3.890 1.623 2.384
C -4.999 1.322 3.188
As -2.067 1.179 0.179
C -3.169 1.309 -1.456
C -2.981 0.396 -2.492
C -3.882 0.424 -3.562
C -4.909 1.360 -3.613
C -5.038 2.284 -2.584
C -4.189 2.269 -1.476
C -1.536 2.933 0.857
C -1.749 4.041 0.031
C -1.414 5.301 0.534
C -0.850 5.439 1.799
C -0.608 4.318 2.589
C -0.948 3.043 2.127
H -6.557 -0.113 3.679
H -5.738 -1.790 2.011
H -3.738 -1.294 0.591
H -3.435 2.609 2.448
H -5.372 2.085 3.884
H -2.176 -0.356 -2.484
H -3.818 -0.309 -4.352
H -5.623 1.368 -4.430
H -5.823 3.029 -2.617
H -4.337 2.998 -0.672
H -2.154 3.947 -0.988
H -1.564 6.179 -0.088
H -0.575 6.433 2.153
H -0.129 4.452 3.552
H -0.759 2.176 2.775
```

The calculation puts the LUMO energy (spin up / spin down) at -3.53 / -4.08 eV. As for the multiplicity: 4. Its net charge is +1. The value obtained for the max |F| is 0.0909 hartree/bohr.

These are the Löwdin partial charges, in e, on atoms 1 to 6:
1. C -0.114
2. Re 0.826
3. N -0.115
4. H -0.094
5. H 0.020
6. H 0.006

[2]
Formula: C19H23Cl2GeINO2PdS2
Source: OMol25
Level of theory: ωB97M-V/def2-TZVPD

```
52
C19H23Cl2GeINO2PdS2 (ωB97M-V/def2-TZVPD)
Pd -0.024 -0.029 -0.039
I -0.995 0.355 2.693
C -1.748 -1.565 2.544
C -2.236 -2.131 3.723
C -2.804 -3.390 3.711
C -2.916 -4.080 2.511
C -2.448 -3.517 1.322
C -2.628 -4.214 0.105
C -2.221 -3.654 -1.100
C -1.594 -2.426 -1.102
C -1.298 -1.704 0.086
C -1.813 -2.238 1.311
H -2.168 -1.577 4.650
H -3.170 -3.826 4.630
H -3.372 -5.062 2.486
H -3.117 -5.180 0.125
H -2.394 -4.178 -2.030
H -1.300 -2.016 -2.057
Cl -2.809 4.082 -1.294
C -1.422 3.901 -0.228
Cl -1.865 4.130 1.483
C -0.787 2.521 -0.336
O 0.467 2.453 -0.327
O -1.538 1.517 -0.363
H -0.690 4.660 -0.472
S 0.448 -0.295 -2.504
C 1.818 0.628 -2.890
N 2.145 1.780 -2.364
C 3.355 2.444 -2.836
C 3.927 1.606 -3.995
S 2.905 0.103 -4.126
H 1.580 2.144 -1.588
H 4.066 2.533 -2.015
H 3.101 3.448 -3.171
H 4.954 1.307 -3.808
H 3.887 2.143 -4.939
C 2.720 0.989 3.526
Ge 2.914 -0.534 2.322
C 1.934 -2.134 2.865
C 4.812 -1.003 2.195
C 2.422 -0.007 0.508
H 2.658 0.657 4.563
H 1.841 1.593 3.305
H 3.596 1.630 3.429
H 2.106 -2.333 3.924
H 2.299 -2.990 2.296
H 0.859 -2.050 2.703
H 5.175 -1.318 3.174
H 5.401 -0.146 1.870
H 4.964 -1.821 1.492
H 2.546 -0.731 -0.300
H 2.629 1.014 0.201
```

The calculation puts the LUMO energy (spin up / spin down) at -3.66 / -6.47 eV. As for the multiplicity: 5. For the energy above the lowest of the compared OMol25 structures with the same formula, charge and spin, the calculation gives 15.6 kJ/mol. Its net charge is +1. The value obtained for the max |F| is 0.0111 hartree/bohr.

These are the Löwdin partial charges, in e, on atoms 1 to 6:
1. Pd 0.673
2. I 1.240
3. C -0.599
4. C -0.112
5. C -0.020
6. C 0.029

[3]
Formula: C19H23ClN2O5
Source: OMol25
Level of theory: ωB97M-V/def2-TZVPD

```
50
C19H23ClN2O5 (ωB97M-V/def2-TZVPD)
C 1.307 1.865 -2.520
C 1.149 0.855 -1.387
N 1.801 1.301 -0.170
C 3.178 0.899 0.026
C 3.297 -0.476 0.720
C 3.006 -0.410 2.232
C 2.086 -1.606 2.472
C 1.393 -1.727 1.119
O 2.389 -1.422 0.161
C 1.217 2.129 0.716
O 1.765 2.551 1.718
C -0.216 2.447 0.439
C -1.329 1.859 1.093
C -2.405 2.481 0.523
C -3.865 2.200 0.639
O -4.253 1.201 -0.302
C -3.446 0.087 -0.361
C -2.681 -0.119 -1.502
C -1.858 -1.223 -1.641
C -1.778 -2.159 -0.615
O -1.007 -3.273 -0.630
C -0.160 -3.495 -1.736
C -2.546 -1.969 0.535
C -3.368 -0.867 0.658
Cl -4.314 -0.698 2.094
O -1.970 3.366 -0.384
N -0.620 3.340 -0.426
H 0.832 2.804 -2.247
H 2.359 2.051 -2.724
H 0.842 1.481 -3.424
H 1.597 -0.103 -1.659
H 0.087 0.686 -1.186
H 3.671 1.650 0.649
H 3.667 0.861 -0.950
H 4.309 -0.859 0.529
H 3.921 -0.462 2.816
H 2.497 0.522 2.472
H 1.384 -1.447 3.287
H 2.668 -2.506 2.671
H 1.019 -2.728 0.904
H 0.560 -1.012 1.044
H -1.320 1.107 1.854
H -4.098 1.889 1.664
H -4.452 3.081 0.371
H -2.745 0.612 -2.293
H -1.285 -1.336 -2.546
H 0.591 -2.704 -1.825
H 0.339 -4.442 -1.535
H -0.728 -3.578 -2.667
H -2.489 -2.701 1.324
```

The calculation puts the LUMO energy at 0.63 eV. For the energy above the lowest of the compared OMol25 structures with the same formula, charge and spin, the calculation gives 247.6 kJ/mol. Its net charge is 0. The value obtained for the max |F| is 0.0236 hartree/bohr. Its SMILES is CCN(C[C@H]1CCCO1)C(=O)c1cc(COc2ccc(OC)cc2Cl)on1.

These are the Löwdin partial charges, in e, on atoms 1 to 6:
1. C -0.056
2. C -0.203
3. N -0.032
4. C -0.075
5. C -0.284
6. C -0.112